The following is a quantum chemistry calculation of an isolated molecule of C20H20N4O5S2, from the OMol25 dataset.

Structure (XYZ):
```
51
C20H20N4O5S2 (wB97M-V/def2-TZVPD)
C 0.2959 0.4944 3.8990
C 0.7629 -0.8883 3.5885
C 1.9043 -1.4440 4.1655
C 2.2388 -2.7277 3.7681
N 1.5136 -3.4208 2.9065
C 0.4257 -2.8144 2.4342
N -0.3474 -3.4966 1.5452
S -1.9887 -3.0798 1.3434
O -2.5068 -4.1336 0.5250
O -2.5857 -2.8450 2.6194
C -1.8620 -1.5778 0.4018
C -1.6384 -1.6706 -0.9583
C -1.4857 -0.5136 -1.6955
C -1.5390 0.7319 -1.0644
N -1.3436 1.8595 -1.8589
C -1.0914 3.1340 -1.4551
O -1.0553 3.5108 -0.3048
C -0.8228 4.0746 -2.6264
C 0.6722 4.1798 -2.8710
S 1.3811 2.5349 -3.2615
O 0.3934 1.8133 -4.0376
O 2.6625 2.7480 -3.8730
C 1.6346 1.6163 -1.7300
C 1.5588 0.2386 -1.8250
C 1.7856 -0.5396 -0.7028
C 2.0906 0.0693 0.5026
C 2.1686 1.4496 0.5880
C 1.9469 2.2319 -0.5342
C -1.7928 0.8066 0.3050
C -1.9590 -0.3556 1.0345
N 0.0368 -1.5788 2.7188
H 0.0746 1.0233 2.9747
H 1.0404 1.0388 4.4733
H -0.6258 0.4381 4.4759
H 2.5014 -0.8995 4.8779
H 3.1184 -3.2324 4.1466
H -0.0959 -4.4602 1.3874
H -1.6006 -2.6453 -1.4173
H -1.3177 -0.5598 -2.7612
H -1.1423 1.6582 -2.8378
H -1.2181 5.0596 -2.3695
H -1.3130 3.7128 -3.5301
H 0.9002 4.7909 -3.7416
H 1.2051 4.5691 -2.0092
H 1.3289 -0.2024 -2.7818
H 1.7257 -1.6148 -0.7670
H 2.2771 -0.5348 1.3763
H 2.4096 1.9219 1.5277
H 2.0213 3.3049 -0.4633
H -1.8533 1.7700 0.7827
H -2.1573 -0.3393 2.0923
```

Output
net charge: 0
molar mass: 460.5 g/mol
LUMO energy: 0.29 eV
ΔE to the lowest compared entry with this formula, charge and spin: 0.4409 eV
E_HOMO: -0.3306 Eh